Formula: C19H42N5O5S
Source: the Open Molecules 2025 dataset
Level of theory: the ωB97M-V functional and the def2-TZVPD basis

As for the molecular weight: 452.64 g/mol. The net charge is -1. The max |F| comes out at 0.011 hartree/bohr. As for the lowest unoccupied orbital energy: 0.084 Eh.

The geometry in XYZ format:
```
72
Properties=species:S:1:pos:R:3:mulliken_charge:R:1
S -0.39 2.82 2.23 -0.32
O 0.09 -0.28 -2.24 -0.64
O -3.28 2.42 3.08 -0.34
O -1.66 -5.96 -2.53 -0.63
O 4.97 2.02 -0.60 -0.65
O 2.22 4.70 4.86 -0.65
N 4.23 0.98 -2.47 0.14
N -1.57 -1.65 -2.94 0.19
N -1.53 -6.06 -0.27 0.14
N 3.90 4.42 3.37 0.13
N -4.19 -0.38 -0.21 -0.66
C -2.97 1.72 1.82 0.00
C -0.08 -6.18 -0.31 -0.90
C -1.06 -0.45 -2.61 0.00
C -0.73 -2.82 -2.78 -0.97
C 0.83 1.63 1.61 -0.37
C 3.16 0.29 -3.17 -0.57
C 4.09 1.44 -1.21 0.53
C 4.89 4.92 4.31 -0.99
C -4.82 0.52 0.45 0.82
C -4.20 1.84 0.89 -1.28
C 0.29 0.25 1.21 -0.89
C -2.94 -1.82 -3.38 -0.90
C -2.20 -6.02 1.01 -0.93
C 4.31 4.00 2.05 -0.85
C -1.87 2.59 1.21 -0.59
C 5.50 1.19 -3.14 -1.01
C -6.26 0.24 0.86 -1.20
C -2.19 -5.96 -1.44 0.14
C 2.61 4.36 3.76 0.55
H -2.21 3.63 1.01 0.42
H -6.69 -0.55 0.24 0.36
H 4.90 4.30 5.21 0.29
H 4.66 5.94 4.61 0.28
H 5.45 0.77 -4.14 0.39
H -0.29 -0.21 2.02 0.46
H -6.27 -0.10 1.91 0.26
H 5.73 2.26 -3.21 0.28
H 0.22 -7.08 -0.85 0.30
H 0.16 -2.75 -3.41 0.26
H 0.36 -5.32 -0.81 0.24
H -1.79 0.37 -2.69 0.38
H -4.96 2.46 1.39 0.20
H -3.94 2.39 -0.04 0.25
H -0.35 0.32 0.33 -0.13
H -3.28 -5.86 -1.31 0.30
H 6.32 0.72 -2.58 0.28
H -2.96 -2.27 -4.38 0.36
H 0.30 -6.23 0.71 0.39
H 3.44 3.66 1.49 0.20
H -3.49 -2.46 -2.69 0.33
H -0.40 -2.90 -1.74 0.22
H -1.30 -3.71 -3.04 0.42
H 4.78 4.82 1.50 0.33
H 1.54 1.52 2.45 0.41
H 2.88 0.83 -4.07 0.32
H 1.14 -0.41 0.95 0.43
H -3.27 -5.91 0.85 0.28
H -2.02 -6.93 1.57 0.34
H -3.44 -0.86 -3.41 0.30
H -6.87 1.15 0.80 0.35
H 3.47 -0.72 -3.44 0.32
H -3.97 1.91 3.49 0.26
H 1.40 2.04 0.76 0.10
H -1.55 2.17 0.24 0.20
H -3.22 -0.08 -0.28 0.26
H 5.03 3.18 2.10 0.34
H -1.86 -5.16 1.60 0.36
H 1.94 3.97 2.97 -0.03
H 3.10 1.24 -0.79 -0.07
H 5.87 4.89 3.84 0.39
H 2.29 0.22 -2.52 0.08
```

Formula: C2H4Si
Source: the Open Molecules 2025 dataset
Level of theory: the ωB97M-V functional and the def2-TZVPD basis

As for the structure (SMILES): C#C[SiH3]. As for the molecular weight: 56.14 g/mol. The net charge is 0. The relative energy (zero: lowest compared OMol25 entry of this formula, charge and spin) is 7.66 kcal/mol. The max |F| comes out at 0.059 hartree/bohr. As for the lowest unoccupied orbital energy: 0.036 Eh.

The geometry in XYZ format:
```
7
Properties=species:S:1:pos:R:3:nbo_charge:R:1
Si -0.36 1.02 0.22 0.88
C 0.43 -1.88 -0.26 -0.21
C 0.19 -0.70 -0.09 -0.45
H 0.77 1.59 -0.26 -0.17
H 1.00 -2.61 -0.84 0.24
H -0.39 1.15 1.65 -0.15
H -1.65 1.43 -0.42 -0.14
```

Formula: C2H6IO2P
Source: the Open Molecules 2025 dataset
Level of theory: the ωB97M-V functional and the def2-TZVPD basis

As for the structure (SMILES): COP(I)OC. As for the molecular weight: 219.95 g/mol. The net charge is 0. The relative energy (zero: lowest compared OMol25 entry of this formula, charge and spin) is 38.64 kcal/mol. The max |F| comes out at 0.084 hartree/bohr. As for the lowest unoccupied orbital energy: -0.004 Eh.

The geometry in XYZ format:
```
12
Properties=species:S:1:pos:R:3:nbo_charge:R:1
I -2.34 0.50 1.83 -0.25
P -0.11 1.52 1.22 1.29
O -0.54 2.03 -0.26 -0.84
O 0.88 -0.02 0.59 -0.81
C -1.26 1.45 -1.32 -0.25
C 1.06 -1.16 1.37 -0.24
H -1.28 0.25 -1.24 0.20
H 0.24 -1.18 2.15 0.17
H 2.00 -1.26 1.77 0.17
H 0.93 -2.13 0.77 0.17
H -2.25 1.87 -1.34 0.19
H -0.80 1.72 -2.25 0.20
```

Formula: C4H6NOS
Source: the Open Molecules 2025 dataset
Level of theory: the ωB97M-V functional and the def2-TZVPD basis

As for the molecular weight: 116.16 g/mol. The net charge is +1. The relative energy (zero: lowest compared OMol25 entry of this formula, charge and spin) is 71.44 kcal/mol. The max |F| comes out at 0.177 hartree/bohr. As for the lowest unoccupied orbital energy: -0.172 Eh.

The geometry in XYZ format:
```
13
Properties=species:S:1:pos:R:3:nbo_charge:R:1
S -2.02 0.53 -1.37 0.73
O 1.53 1.17 0.47 -0.64
N -0.12 -0.37 0.21 -0.36
C -1.34 -0.60 -0.34 -0.23
C -0.82 1.72 -1.23 -0.48
C 0.52 -1.38 0.95 -0.44
C 0.44 0.77 -0.16 0.61
H -0.52 2.48 -1.81 0.23
H -0.04 -2.30 0.69 0.25
H 0.73 -0.93 1.97 0.26
H 1.58 -1.58 0.57 0.25
H 1.95 2.00 0.18 0.54
H -1.91 -1.50 -0.13 0.27
```

Values of gap between HOMO and LUMO, in order: 4.097 11.418 9.354 8.380, all in eV.